The following is a DFT calculation (ωB97M-V/def2-TZVPD) of a structure of composition C20H23Ge2I2N3OPd.

The geometry in XYZ format:
```
52
Properties=species:S:1:pos:R:3:forces:R:3:mulliken_spin:R:1
Pd 1.3097 0.3490 0.9921 0.45 -0.05 -0.34 1.27
I 1.5830 1.2298 3.5795 0.19 -0.15 0.61 0.01
C 1.0393 3.1133 2.8015 -0.04 0.14 0.05 -0.01
I 1.6575 3.3402 0.7947 0.22 0.05 -0.19 0.07
H 1.5319 3.8695 3.3990 -0.09 0.08 0.01 0.00
H -0.0434 3.1806 2.8248 0.02 0.04 -0.01 0.00
N 4.9051 0.6408 0.7152 -0.08 0.33 -0.02 0.04
C 4.3305 -0.5281 0.4638 0.51 -0.93 -0.08 0.04
O 3.1384 -0.7300 0.2346 -0.23 0.40 0.31 0.12
C 5.2381 -1.7303 0.4771 0.01 0.35 -0.02 0.39
C 6.6084 -1.5838 0.7699 -0.23 -0.14 0.07 -0.02
N 7.7087 -1.4005 1.0704 0.00 0.07 -0.08 0.26
C 4.6819 -2.9946 0.2390 0.03 0.08 -0.03 -0.02
N 4.2218 -4.0361 0.0428 -0.01 0.04 0.03 0.29
H 4.3525 1.4848 0.6737 -0.02 -0.02 0.04 0.00
H 5.9013 0.7245 0.8469 0.00 -0.02 0.03 0.00
C -0.7008 -0.7143 -4.0064 0.06 -0.21 -0.10 0.00
Ge -1.2700 0.6910 -2.8057 0.33 0.15 -0.03 0.03
C -3.1928 0.8517 -2.6576 -0.30 0.04 -0.03 0.02
C -0.4749 2.3972 -3.3032 0.07 0.18 0.04 0.00
Ge -0.5185 0.0434 -0.5822 -1.00 -0.42 -0.29 0.24
C -0.8887 -1.8393 -0.1832 -0.01 -0.27 0.07 0.16
C -2.1364 -2.3729 -0.5148 -0.05 0.03 0.03 -0.03
C -2.4721 -3.6760 -0.1738 0.02 -0.01 0.01 0.01
C -1.5653 -4.4759 0.5100 0.02 0.04 -0.01 0.00
C -0.3170 -3.9707 0.8428 -0.12 0.04 -0.07 0.02
C 0.0118 -2.6663 0.4923 0.14 0.01 -0.06 0.01
C -1.5091 1.0324 0.8098 0.19 0.29 0.24 0.05
C -1.8633 0.4560 2.0370 -0.08 -0.14 -0.03 0.05
C -2.4726 1.2030 3.0382 0.02 0.04 -0.08 -0.03
C -2.7308 2.5525 2.8363 0.00 0.00 -0.04 0.07
C -2.3866 3.1509 1.6252 -0.05 -0.06 0.03 -0.02
C -1.7749 2.4006 0.6336 -0.04 -0.01 -0.05 0.06
H -0.8807 -0.4359 -5.0452 -0.02 0.02 0.02 0.00
H -1.2405 -1.6374 -3.7954 0.05 -0.02 -0.01 0.00
H 0.3662 -0.8954 -3.8758 -0.01 -0.05 -0.06 0.00
H -3.5753 1.3597 -3.5447 -0.03 -0.01 0.02 0.00
H -3.4607 1.4375 -1.7787 -0.05 0.00 -0.01 0.00
H -3.6694 -0.1253 -2.5897 -0.02 0.01 0.01 0.00
H -0.5185 2.5548 -4.3815 -0.03 -0.06 0.01 0.00
H 0.5719 2.4228 -2.9988 0.00 0.07 -0.03 0.00
H -1.0063 3.2215 -2.8250 0.06 0.01 0.02 0.00
H -2.8694 -1.7673 -1.0378 0.01 0.01 0.01 -0.01
H -3.4441 -4.0699 -0.4424 0.01 0.01 0.00 0.00
H -1.8291 -5.4917 0.7733 0.00 0.01 0.00 0.00
H 0.4017 -4.5939 1.3588 0.02 0.02 0.00 0.00
H 1.0168 -2.3200 0.7215 0.01 0.07 0.01 -0.06
H -1.6851 -0.6021 2.2014 0.04 0.01 -0.01 -0.01
H -2.7519 0.7314 3.9714 0.01 -0.01 0.00 0.00
H -3.2120 3.1357 3.6109 0.00 0.00 0.00 0.00
H -2.6038 4.1984 1.4568 -0.01 0.00 0.00 0.00
H -1.5125 2.8847 -0.3026 0.00 -0.02 0.01 0.00
```
Forces are in eV/Å.

Summary:
Lowest unoccupied orbital energy (alpha / beta) in eV: -3.61 / -6.14
Total charge: +1
ΔE to the lowest compared entry with this formula, charge and spin in eV: 0.092
Spin multiplicity: 4
⟨S²⟩: 3.787
Frontier orbital gap (alpha / beta) in hartree: 0.2430 / 0.1947
HOMO (alpha / beta) in Eh: -0.37562 / -0.42022
Energy in eV: -160334.77471


The following is a DFT calculation (ωB97M-V/def2-TZVPD) of a structure of composition C3H2LiO3Pb.

The geometry in XYZ format:
```
10
Properties=species:S:1:pos:R:3:forces:R:3:mulliken_charge:R:1
C 0.4983 0.2972 1.7237 -0.10 -1.18 1.20 0.05
C -0.0526 0.1561 0.3514 0.00 1.44 0.49 0.03
O 0.4906 1.1227 -0.5360 -0.53 0.01 1.18 -0.22
C 0.5135 0.8723 -1.8632 0.24 -0.47 -1.18 -0.12
O 0.2027 -0.2861 -2.2229 -0.09 0.16 0.06 -0.69
O 0.0303 -0.5664 2.5471 2.48 2.83 -2.12 -0.28
Li 0.6660 0.5835 -3.8446 -0.06 0.00 0.52 0.97
H 0.1130 -0.8690 -0.0195 -0.78 0.10 0.09 0.27
H -1.0970 0.5297 0.7245 0.81 -1.04 -1.26 0.14
Pb -1.3648 -1.8400 3.1394 -1.97 -1.86 1.02 0.84
```
Forces are in eV/Å.

Summary:
Lowest unoccupied orbital energy (alpha / beta) in eV: -6.09 / -6.08
Total charge: +1
ΔE to the lowest compared entry with this formula, charge and spin in eV: 1.106
Frontier orbital gap (alpha / beta) in hartree: 0.1815 / 0.1804
HOMO (alpha / beta) in Eh: -0.40539 / -0.40389
Energy in eV: -14726.99946


The following is a DFT calculation (ωB97M-V/def2-TZVPD) of an isolated molecule of C26H30N2O3.

The geometry in XYZ format:
```
61
Properties=species:S:1:pos:R:3:forces:R:3:mulliken_charge:R:1
C -5.7216 1.8358 -1.2060 0.29 -0.04 0.01 -1.02
N -4.6242 2.3029 -0.3948 -0.60 0.22 -0.23 0.34
C -4.9109 3.4780 0.3946 0.26 -0.24 -0.08 -1.05
C -3.4022 1.6216 -0.3259 0.82 -0.34 0.24 -0.42
C -2.3623 1.8868 -1.2422 -0.47 -0.20 0.39 -0.58
C -1.1214 1.2723 -1.0965 0.18 -0.20 -0.13 -0.35
C -0.8592 0.4430 0.0027 -0.22 -0.26 -0.15 -0.45
C 0.5330 -0.1307 0.3299 0.62 2.23 0.40 1.51
C 1.6959 0.7631 -0.1586 -0.41 -0.28 -0.45 0.29
C 2.9727 0.2528 -0.4522 -0.09 -0.03 0.61 -0.43
C 4.1229 1.0137 -0.4564 -0.99 0.83 -0.15 -0.17
C 5.4570 0.3538 -0.4823 0.33 -0.17 -0.27 -1.62
C 4.0098 2.4704 -0.4163 -0.28 -0.21 0.07 0.67
O 5.0116 3.2132 -0.4717 0.29 0.16 -0.01 -0.91
C 2.6496 3.0179 -0.3034 0.29 -1.38 0.09 0.25
C 2.4531 4.4865 -0.3273 -0.06 0.47 -0.03 -1.74
C 1.5770 2.1712 -0.1214 0.16 -0.10 0.28 -0.99
C -1.9119 0.1350 0.8698 0.05 0.21 0.12 -0.65
C -3.1709 0.6880 0.7049 -0.09 0.40 -0.57 -0.51
H -5.4178 0.9370 -1.7541 -0.13 0.20 0.07 0.28
H -6.5961 1.5957 -0.5815 0.01 -0.04 -0.13 0.30
H -6.0217 2.6128 -1.9238 -0.09 -0.16 -0.04 0.31
H -4.0422 3.7504 0.9999 -0.13 -0.03 -0.09 0.29
H -5.1570 4.3190 -0.2680 -0.03 0.07 0.18 0.33
H -5.7647 3.2970 1.0621 0.03 0.13 0.03 0.33
H -2.5429 2.6077 -2.0476 0.08 -0.34 0.30 0.44
H -0.3375 1.4730 -1.8336 -0.19 -0.03 0.43 0.55
H 0.5808 -0.0974 1.4385 -0.19 -0.15 -0.30 0.46
H 3.1179 -0.8106 -0.6089 0.04 0.17 0.10 0.25
H 6.2492 1.1020 -0.4178 -0.08 -0.07 -0.04 0.33
H 5.5678 -0.3538 0.3515 0.04 0.12 -0.01 0.22
H 5.5928 -0.2270 -1.4034 0.14 0.06 0.00 0.32
H 3.4254 4.9716 -0.3843 -0.03 0.10 0.03 0.33
H 1.8531 4.7840 -1.1940 0.09 0.07 0.01 0.29
H 1.9176 4.8330 0.5626 0.09 0.05 -0.02 0.35
H 0.6050 2.6343 0.0720 0.24 -0.17 0.00 0.43
H -1.7396 -0.5253 1.7178 -0.01 0.20 -0.11 0.51
H -3.9899 0.4181 1.3717 0.19 0.20 -0.07 0.47
C -3.4728 -3.9063 -0.9864 -0.24 -0.45 -0.10 -1.27
C -2.6111 -3.3815 0.1248 -0.13 0.24 -0.19 -0.09
O -1.4643 -2.7117 -0.4831 0.63 0.07 0.99 -0.34
C -0.5767 -2.3479 0.4540 -1.03 -0.78 0.77 -0.61
C 0.6267 -1.5685 -0.0659 -0.41 -1.78 -0.90 0.80
N 1.7863 -2.3150 0.5249 0.97 0.37 0.44 0.43
C 2.0096 -2.1623 1.8584 0.10 -0.33 -0.53 0.25
C 3.1820 -2.6254 2.4275 -0.16 -0.06 -0.10 -0.90
C 4.1592 -3.2276 1.6306 -0.46 0.29 0.07 -0.22
C 3.9001 -3.3912 0.2715 -0.29 -0.29 -0.31 -0.69
C 2.6925 -2.9651 -0.2593 -0.35 0.37 0.31 0.12
O -0.7197 -2.6368 1.6376 0.51 0.44 -1.39 -0.64
H -4.4965 -3.9802 -0.6196 -0.05 -0.04 -0.10 0.37
H -3.4682 -3.2716 -1.8734 0.03 0.06 0.16 0.33
H -3.1523 -4.9131 -1.2608 -0.03 0.11 -0.20 0.33
H -3.1446 -2.6382 0.7315 0.26 -0.16 -0.08 0.24
H -2.2490 -4.1908 0.7697 -0.11 0.33 -0.09 0.35
H 0.6890 -1.6501 -1.1670 0.07 -0.09 0.52 0.49
H 1.1966 -1.7093 2.4234 0.47 -0.08 -0.20 0.38
H 3.2851 -2.5002 3.5000 0.20 -0.04 -0.19 0.42
H 5.0938 -3.5689 2.0680 -0.16 0.09 -0.13 0.42
H 4.6210 -3.8622 -0.3975 -0.23 0.14 0.25 0.45
H 2.4146 -3.0728 -1.3149 0.25 0.13 0.53 0.41
```
Forces are in eV/Å.

Summary:
Lowest unoccupied orbital energy in eV: -1.62
ΔE to the lowest compared entry with this formula, charge and spin in eV: 6.163
Frontier orbital gap in hartree: 0.1365
HOMO in Eh: -0.19622
Energy in eV: -36568.45062


The following is a DFT calculation (ωB97M-V/def2-TZVPD) of a cluster of 3 separate species, C31H36F9IN2O10 in total.

The geometry in XYZ format:
```
89
Properties=species:S:1:pos:R:3:forces:R:3:mulliken_charge:R:1
C 3.4022 1.3228 0.1932 -0.06 -0.57 0.09 -1.12
C 2.0249 0.5568 0.4766 1.52 -0.33 0.85 0.38
C 2.3120 -1.0123 0.4426 0.31 0.75 -0.82 -0.33
F 1.9943 -1.5853 1.7080 -0.06 0.25 -1.04 -0.42
C 1.5952 -1.7392 -0.7527 -1.72 -1.28 -0.40 0.22
C 0.2327 -2.2882 -0.6482 1.53 -0.64 -1.38 0.58
C -0.6582 -2.1698 0.6334 -0.63 0.88 -0.57 -1.23
C -1.2062 -0.6519 0.6908 0.48 -0.27 -0.16 0.01
C -0.8402 0.1001 2.0338 -1.91 0.99 -0.63 -0.62
C -0.9896 1.6517 1.7438 0.44 0.37 -0.34 0.17
O -0.0903 2.4426 1.8763 -0.83 -0.98 0.02 -0.62
O -2.2150 2.1847 1.2768 1.28 -1.03 0.01 -0.50
C -0.3538 -3.0163 -1.8516 2.16 0.18 -0.66 0.46
C -1.7846 -3.6754 -1.8119 0.22 0.55 0.06 -1.53
C -2.8446 -2.5515 -2.1812 -0.08 0.62 0.95 -0.39
C -4.0763 -2.5073 -1.1877 0.04 -0.83 -1.66 -0.11
F -5.0417 -1.6023 -1.7315 1.01 -0.56 0.90 -0.35
C 0.4280 -3.1042 -3.0682 -0.36 0.36 0.67 1.04
C -0.2013 -3.8166 -4.3277 1.39 -0.13 0.75 -1.15
C 0.1304 -5.3780 -4.3510 -1.78 0.86 -0.56 0.36
O -0.7204 -6.1375 -4.7015 1.13 0.22 0.44 -0.46
I 2.1180 -6.0790 -3.7873 -0.42 0.13 -0.07 -0.02
C 1.8139 -2.5289 -3.2148 -2.62 -0.63 1.38 -0.28
N 2.4253 -2.6938 -4.4502 2.30 2.47 2.85 -0.21
C 3.6338 -2.0840 -4.4164 0.65 -0.16 -0.72 0.55
C 4.4721 -2.1226 -5.7647 -1.17 -0.46 0.34 -0.32
C 3.4044 -2.2013 -6.9223 0.63 0.42 0.44 0.47
O 3.0914 -1.2072 -7.4844 -0.34 -0.82 -0.18 -0.47
F 2.8173 -3.4231 -7.2331 1.10 1.40 0.61 -0.25
C 4.2563 -1.3778 -3.2605 -0.70 -0.48 0.52 -0.04
C 5.6747 -0.6995 -3.3878 -1.45 -0.19 1.00 -1.04
O 5.4854 0.5812 -4.0274 0.10 -1.67 -1.61 -0.15
O 5.6382 1.5836 -3.0866 0.30 1.45 1.67 -0.42
N 3.6340 -1.2732 -2.0621 -0.35 -1.13 -2.72 -0.29
C 2.3726 -1.8554 -2.0383 -0.79 -0.02 0.52 0.03
H 3.2171 2.3640 -0.1700 0.26 -0.90 0.28 0.36
H 4.0191 1.3636 1.1404 -0.81 0.07 -0.92 0.33
H 4.0360 0.7351 -0.5344 -0.83 0.90 0.47 0.10
H 1.7973 0.7837 1.5573 -0.23 -0.10 -1.36 -0.24
H 1.2054 0.8736 -0.2120 0.70 -0.29 0.66 0.23
H 3.4314 -1.1030 0.3399 -1.31 -0.31 0.06 0.59
H -0.1494 -2.4774 1.5789 -0.19 0.47 -0.95 0.68
H -1.5946 -2.7956 0.5647 1.32 0.41 -0.13 0.31
H -0.7790 -0.0932 -0.1965 -0.30 -0.58 1.00 0.31
H -2.3189 -0.6523 0.5194 1.27 -0.04 0.39 -0.26
H -1.6572 -0.1295 2.7768 1.00 0.06 -0.51 0.47
H 0.1646 -0.1442 2.4476 -0.90 0.34 -0.50 0.39
H -2.4924 1.7307 0.4606 -0.03 -0.02 0.58 0.37
H -1.9836 -4.1369 -0.7999 0.22 0.61 -1.08 0.50
H -1.8943 -4.5092 -2.5506 0.38 0.69 0.76 0.52
H -2.3267 -1.5571 -2.0750 -0.54 -0.84 -0.28 0.21
H -3.1819 -2.6421 -3.2511 0.15 0.03 1.17 0.41
H -3.7678 -2.2137 -0.1525 -0.47 -0.05 -0.92 0.10
H -4.5856 -3.5123 -1.1960 0.50 0.96 0.31 0.30
H -1.3152 -3.7262 -4.3336 1.10 -0.16 -0.16 0.17
H 0.2398 -3.4175 -5.2866 -0.46 -0.30 1.06 0.39
H 5.0259 -1.1502 -5.8863 -0.70 -1.08 -0.10 0.37
H 5.1941 -2.9785 -5.7807 -0.70 0.62 0.07 0.30
H 6.0377 -0.5308 -2.3361 -0.18 -0.21 -1.15 0.39
H 6.3791 -1.3397 -3.9747 -0.50 0.80 0.41 0.39
H 5.0869 2.3331 -3.3909 0.10 -0.83 -0.20 0.32
C -8.9794 2.0748 1.9822 0.12 -0.23 -0.26 -1.11
C -7.8729 2.5154 2.9187 -0.68 0.40 0.00 -0.22
O -6.8115 1.5454 2.9491 0.74 -0.30 -0.11 -0.30
C -5.9374 1.6026 1.9384 -1.15 0.91 0.19 0.17
O -5.9880 2.3863 1.0348 0.50 -0.45 0.01 -0.50
C -4.8440 0.5511 2.1238 1.00 -1.07 0.30 1.14
F -5.3368 -0.6510 2.4715 -0.18 0.38 -0.17 -0.27
F -3.9778 0.9008 3.0902 -0.45 0.18 -0.11 -0.28
F -4.1232 0.3591 1.0023 -0.86 0.19 0.14 -0.31
H -9.3342 1.0776 2.2508 -0.04 0.10 0.11 0.30
H -9.8174 2.7718 2.0224 0.06 -0.01 0.05 0.37
H -8.6248 2.0204 0.9516 -0.01 0.12 0.05 0.32
H -8.2585 2.5848 3.9363 0.26 -0.23 0.02 0.33
H -7.4869 3.5011 2.6522 0.16 -0.18 -0.11 0.32
C 1.5963 3.4391 4.0754 0.26 -0.03 0.01 -0.76
C 1.5977 4.8705 4.5688 -0.38 -0.30 -0.59 -0.41
O 2.2382 4.9720 5.8550 0.59 0.29 0.54 -0.31
C 3.5746 5.0092 5.8428 -0.95 -0.07 -1.14 0.37
O 4.2505 4.9597 4.8545 0.29 0.06 0.58 -0.51
C 4.1136 5.1640 7.2654 0.62 0.02 1.44 0.87
F 3.5039 4.3385 8.1359 -0.06 0.08 -0.44 -0.25
F 3.9331 6.4164 7.7273 -0.13 -0.16 -0.42 -0.25
F 5.4258 4.9065 7.3451 -0.37 0.03 -0.44 -0.24
H 1.1438 2.7778 4.8185 -0.11 0.09 -0.04 0.28
H 1.0392 3.3529 3.1385 0.27 0.16 0.46 0.34
H 2.6139 3.0801 3.9065 -0.01 0.10 -0.05 0.32
H 0.5712 5.2120 4.7067 0.15 0.04 0.31 0.35
H 2.0681 5.5444 3.8503 0.19 -0.07 0.18 0.33
```
Forces are in eV/Å.

Summary:
Lowest unoccupied orbital energy in eV: -1.09
Frontier orbital gap in hartree: 0.2896
SMILES: CC[C@@H](F)c1c(CCCC(=O)O)c(CCCF)c(CC(=O)I)c2nc(CC(=O)F)c(COO)nc12.CCOC(=O)C(F)(F)F.CCOC(=O)C(F)(F)F
HOMO in Eh: -0.32953
Energy in eV: -88739.42264